The following is a quantum chemistry calculation of a structure of composition C67H71BFN10OSiSr at a distorted geometry, from the OMol25 dataset.

Results
spin multiplicity	1
total energy	-3663.711445	hartree
ΔE to the lowest compared entry with this formula, charge and spin	30.9	kJ/mol
frontier orbital gap	6.6	eV
total charge	-1

CARTESIAN COORDINATES (ANGSTROEM)
Sr (0.22963, 0.09923, -0.34226)
C (-0.48948, 0.63967, 5.67275)
C (0.62330, 0.72137, 4.67915)
C (1.98399, 0.62808, 4.89183)
C (2.56576, 0.78357, 3.61655)
N (1.62340, 0.95230, 2.69988)
N (0.43844, 0.91702, 3.35602)
B (-0.76839, 1.12725, 2.41624)
N (-2.08633, 0.56931, 2.97692)
N (-2.20177, -0.77513, 2.89420)
C (-3.35817, -1.08543, 3.45051)
C (-4.02060, 0.07118, 3.90325)
C (-3.17520, 1.10974, 3.57446)
C (-3.37238, 2.57092, 3.80331)
C (-3.81507, -2.48419, 3.47763)
C (-4.70749, -2.92150, 4.45189)
C (-5.14611, -4.23748, 4.46813)
C (-4.69325, -5.13254, 3.50920)
C (-3.80254, -4.70102, 2.53402)
C (-3.36572, -3.38588, 2.51490)
N (-0.79570, 2.55553, 1.87262)
N (-1.05526, 2.65671, 0.53713)
C (-0.89073, 3.93753, 0.23374)
C (-0.46377, 4.66541, 1.35885)
C (-0.38898, 3.73928, 2.37419)
C (0.06806, 3.92771, 3.78174)
C (-1.16788, 4.44864, -1.11932)
C (-2.33580, 4.06549, -1.77039)
C (-2.63350, 4.57610, -3.02376)
C (-1.76522, 5.46847, -3.63819)
C (-0.59079, 5.84102, -2.99828)
C (-0.29402, 5.33539, -1.74099)
C (3.99409, 0.81371, 3.24481)
C (4.37215, 1.02063, 1.91952)
C (5.71212, 1.10543, 1.57865)
C (6.69364, 0.97802, 2.55349)
C (6.32534, 0.75644, 3.87312)
C (4.98295, 0.67546, 4.21563)
H (-0.11956, 0.18124, 6.59027)
H (-0.87128, 1.63093, 5.92893)
H (-1.32442, 0.04640, 5.30334)
H (2.47161, 0.47323, 5.83938)
H (-0.50755, 0.45367, 1.47653)
H (-4.99455, 0.15122, 4.35536)
H (-4.43562, 2.77728, 3.92229)
H (-2.86892, 2.90489, 4.71322)
H (-3.00187, 3.16261, 2.96819)
H (-5.05244, -2.22706, 5.20785)
H (-5.83886, -4.56447, 5.23326)
H (-5.03849, -6.15819, 3.51625)
H (-3.45745, -5.38662, 1.77046)
H (-2.68476, -3.04202, 1.74557)
H (-0.24379, 5.71744, 1.42120)
H (0.32425, 4.97512, 3.93483)
H (-0.70410, 3.65937, 4.50441)
H (0.95162, 3.32354, 3.99437)
H (-3.00138, 3.36393, -1.28803)
H (-3.54189, 4.26450, -3.52375)
H (-1.99310, 5.85856, -4.62214)
H (0.10178, 6.51724, -3.48294)
H (0.62838, 5.60991, -1.24480)
H (3.61461, 1.12084, 1.15281)
H (5.98016, 1.26669, 0.54295)
H (7.74001, 1.04273, 2.28433)
H (7.08277, 0.65215, 4.63995)
H (4.70361, 0.51736, 5.24990)
N (2.03670, -3.05098, -1.64210)
C (3.39282, -2.98567, -1.79485)
C (4.00707, -3.02322, -3.02790)
C (5.40767, -2.94090, -3.14490)
C (6.21396, -2.83548, -2.04719)
C (5.62053, -2.80422, -0.76103)
C (6.36819, -2.69249, 0.43467)
C (5.72736, -2.64391, 1.63565)
C (4.31635, -2.69506, 1.65071)
N (3.59057, -2.80951, 0.57293)
C (4.21970, -2.87091, -0.62755)
H (1.65324, -2.82610, -0.73388)
H (1.46417, -2.80586, -2.43187)
H (3.39532, -3.09723, -3.91927)
H (5.84751, -2.95547, -4.13462)
H (7.29020, -2.77010, -2.14164)
H (7.44913, -2.63164, 0.37566)
H (6.27130, -2.53826, 2.56411)
H (3.78219, -2.62383, 2.59410)
C (-1.41414, -1.58866, -1.61450)
Si (-2.54580, -0.76454, -2.73397)
C (-1.58375, 0.29732, -3.99108)
N (-0.26625, 0.70209, -3.47578)
C (0.74685, -0.29402, -3.79442)
C (1.23004, -0.25605, -5.24906)
C (1.53019, 1.19123, -5.68713)
C (1.50945, 2.13867, -4.49206)
C (0.14909, 2.07724, -3.80543)
C (-3.74711, 0.36493, -1.79851)
C (-3.83069, 0.35252, -0.40593)
C (-4.76820, 1.12476, 0.27240)
C (-5.65344, 1.92182, -0.43727)
C (-5.59124, 1.95184, -1.82589)
C (-4.64353, 1.18761, -2.49011)
C (-3.69071, -1.85466, -3.80873)
C (-5.06096, -2.00151, -3.58388)
C (-5.83341, -2.88139, -4.33365)
C (-5.25103, -3.63599, -5.34080)
C (-3.89038, -3.50748, -5.58828)
C (-3.12980, -2.63066, -4.82888)
H (-0.86701, -2.38877, -2.13012)
H (-1.96152, -2.06711, -0.78913)
H (-2.16374, 1.19030, -4.24062)
H (-1.48146, -0.25299, -4.94001)
H (0.32398, -1.27439, -3.56224)
H (1.59556, -0.15180, -3.12559)
H (0.47847, -0.69891, -5.90771)
H (2.12314, -0.88190, -5.33362)
H (0.76745, 1.52162, -6.40015)
H (2.48817, 1.24775, -6.20840)
H (1.68757, 3.16784, -4.81474)
H (2.30347, 1.89087, -3.78335)
H (-0.58939, 2.51008, -4.49116)
H (0.15385, 2.70372, -2.91091)
H (-3.15574, -0.27482, 0.16609)
H (-4.80815, 1.09178, 1.35383)
H (-6.38757, 2.52164, 0.08761)
H (-6.28049, 2.57303, -2.38662)
H (-4.61800, 1.21001, -3.57508)
H (-5.53850, -1.42012, -2.80290)
H (-6.89380, -2.97615, -4.13113)
H (-5.85090, -4.32029, -5.92845)
H (-3.42357, -4.09351, -6.37111)
H (-2.06561, -2.55714, -5.02935)
F (5.83435, 3.47359, -2.07616)
C (4.73060, 2.70940, -1.79863)
C (3.66863, 3.28269, -1.13549)
C (2.56347, 2.47665, -0.85332)
C (2.44677, 1.12301, -1.22116)
C (3.58828, 0.62497, -1.87842)
C (4.72295, 1.38206, -2.17250)
H (3.71941, 4.32272, -0.83701)
H (1.76023, 2.95600, -0.29042)
H (3.62223, -0.41640, -2.18837)
H (5.58257, 0.95879, -2.67826)
C (0.25020, -4.67714, 2.32939)
N (0.31753, -3.35706, 2.91218)
C (0.19435, -3.22668, 4.34520)
C (0.45869, -2.27049, 2.13930)
O (0.52515, -2.31039, 0.91812)
H (1.11838, -5.27059, 2.62798)
H (0.24093, -4.58063, 1.24647)
H (-0.65790, -5.18536, 2.65937)
H (1.02572, -3.71749, 4.86030)
H (-0.74452, -3.67216, 4.68521)
H (0.19111, -2.17209, 4.60943)
H (0.53799, -1.34432, 2.70835)

=====

The following is a quantum chemistry calculation of a structure of composition C67H81CsN3O6P at a distorted geometry, from the OMol25 dataset.

Results
spin multiplicity	1
total energy	-3579.029584	hartree
ΔE to the lowest compared entry with this formula, charge and spin	75.3	kJ/mol
frontier orbital gap	5.2	eV
total charge	-2

CARTESIAN COORDINATES (ANGSTROEM)
Cs (0.06669, 2.28403, -0.60453)
C (0.55190, -2.21066, -0.01494)
O (1.04553, -0.88461, 0.14648)
C (2.13525, -0.82160, 0.97402)
C (3.40014, -0.65262, 0.40053)
C (3.55481, -0.27326, -1.05499)
C (2.84089, -1.15710, -2.04606)
C (3.23679, -2.46383, -2.22852)
C (2.58398, -3.34165, -3.10263)
C (1.45088, -2.83680, -3.73648)
C (1.01391, -1.53245, -3.56967)
C (-0.31259, -1.07609, -4.14938)
C (-1.40463, -1.54384, -3.21358)
C (-1.79242, -2.87514, -3.23725)
C (-2.64904, -3.42084, -2.28745)
C (-3.12081, -2.58005, -1.29182)
C (-2.77264, -1.23254, -1.23345)
C (-3.22194, -0.40561, -0.04242)
C (-2.57115, -0.94481, 1.21540)
C (-3.12446, -2.00846, 1.89988)
C (-2.48748, -2.64450, 2.96981)
C (-1.22081, -2.16354, 3.29722)
C (-0.64149, -1.07764, 2.66127)
C (0.70167, -0.56810, 3.12247)
C (1.99443, -0.86098, 2.36850)
C (3.15416, -0.97320, 3.13051)
C (4.43081, -0.96230, 2.57908)
C (4.52796, -0.74101, 1.21119)
C (5.65082, -1.13702, 3.48132)
C (5.70397, 0.00779, 4.50544)
C (6.96223, -1.12826, 2.69194)
C (5.54941, -2.47564, 4.22685)
C (-1.35068, -0.33642, 1.66319)
O (-0.94931, 0.79118, 1.23131)
C (-3.20291, -3.74522, 3.74584)
C (-2.31538, -4.36035, 4.83115)
C (-3.64300, -4.87912, 2.80645)
C (-4.44950, -3.15597, 4.42782)
C (-1.93807, -0.71356, -2.22221)
O (-1.64020, 0.63529, -2.22237)
C (-2.50043, 1.36446, -3.07134)
C (-2.95302, -4.91419, -2.32203)
C (-3.93700, -5.33544, -1.22653)
C (-3.55360, -5.31149, -3.67861)
C (-1.64014, -5.68627, -2.10775)
C (1.74177, -0.58719, -2.77780)
O (1.45345, 0.65150, -2.73521)
C (3.08090, -4.77439, -3.27170)
C (2.93174, -5.53336, -1.94224)
C (2.29767, -5.53918, -4.34184)
C (4.56110, -4.77931, -3.68654)
H (1.25880, -2.82290, -0.58720)
H (-0.37988, -2.13941, -0.57092)
H (0.35350, -2.68834, 0.94765)
H (4.62324, -0.23322, -1.29002)
H (3.14907, 0.73342, -1.18581)
H (4.08216, -2.81946, -1.64009)
H (0.86310, -3.48455, -4.38100)
H (-0.46760, -1.50248, -5.14504)
H (-0.27949, 0.01103, -4.20916)
H (-1.37801, -3.50652, -4.01572)
H (-3.74843, -2.96521, -0.49986)
H (-4.31205, -0.44858, 0.04225)
H (-2.90131, 0.62708, -0.17226)
H (-4.10651, -2.36070, 1.58869)
H (-0.64499, -2.64446, 4.08342)
H (0.85429, -0.88787, 4.15706)
H (0.63847, 0.52712, 3.12855)
H (3.03882, -1.04393, 4.20829)
H (5.49304, -0.62328, 0.73452)
H (5.71133, 0.97017, 3.99094)
H (6.60446, -0.06787, 5.12323)
H (4.83435, -0.01592, 5.16311)
H (7.12240, -0.15885, 2.21655)
H (6.96467, -1.89943, 1.91969)
H (7.79884, -1.31797, 3.36934)
H (4.65369, -2.51244, 4.84764)
H (6.42124, -2.61805, 4.87334)
H (5.50062, -3.30522, 3.51861)
H (-1.39233, -4.75480, 4.40202)
H (-2.84566, -5.18461, 5.31665)
H (-2.05957, -3.62392, 5.59551)
H (-2.77342, -5.32272, 2.31696)
H (-4.31884, -4.51178, 2.03250)
H (-4.16631, -5.66229, 3.36587)
H (-4.16057, -2.35404, 5.10988)
H (-4.98542, -3.92528, 4.99610)
H (-5.13231, -2.73623, 3.68786)
H (-2.40008, 1.05966, -4.11972)
H (-2.21963, 2.41315, -2.97981)
H (-3.55087, 1.24021, -2.77802)
H (-4.89996, -4.83454, -1.35048)
H (-3.54505, -5.10215, -0.23535)
H (-4.10313, -6.41411, -1.28178)
H (-4.46864, -4.74752, -3.87270)
H (-3.79881, -6.37762, -3.67827)
H (-2.85670, -5.12262, -4.49629)
H (-1.20088, -5.42122, -1.14368)
H (-0.91018, -5.43951, -2.88026)
H (-1.82277, -6.76511, -2.12882)
H (1.88241, -5.54923, -1.63970)
H (3.49957, -5.04183, -1.15072)
H (3.28513, -6.56728, -2.03437)
H (1.24587, -5.63494, -4.06385)
H (2.71003, -6.54608, -4.45484)
H (2.35861, -5.03075, -5.30650)
H (5.17607, -4.26058, -2.95092)
H (4.68283, -4.26968, -4.64500)
H (4.93389, -5.80495, -3.78716)
O (0.26093, 7.03140, -0.07951)
C (-0.19146, 5.88939, 0.12020)
O (-0.23172, 4.92307, -0.69005)
C (-0.78028, 5.63607, 1.50659)
C (-1.24815, 6.74527, 2.25603)
C (-1.73335, 6.54132, 3.51189)
C (-1.74966, 5.23104, 4.04633)
C (-2.18604, 4.92071, 5.35358)
C (-2.19734, 3.62330, 5.79012)
C (-1.79714, 2.57736, 4.93200)
C (-1.36443, 2.84422, 3.66208)
C (-1.30248, 4.18169, 3.20243)
N (-0.82493, 4.41025, 1.95482)
H (-1.19980, 7.72292, 1.79824)
H (-2.10827, 7.36102, 4.11697)
H (-2.50219, 5.72834, 6.00619)
H (-2.52860, 3.39651, 6.79700)
H (-1.83475, 1.55371, 5.28516)
H (-1.08634, 2.05791, 2.96478)
C (4.12096, 6.47299, -1.95478)
N (3.80346, 5.06099, -2.04701)
C (4.06481, 4.37039, -3.29695)
C (3.79656, 4.35109, -0.92415)
N (3.77235, 3.69035, 0.02327)
H (3.76970, 6.97144, -2.85801)
H (5.20021, 6.64987, -1.85592)
H (3.60392, 6.90423, -1.10022)
H (3.63302, 4.94795, -4.11492)
H (3.59342, 3.38977, -3.27628)
H (5.13965, 4.25281, -3.48603)
C (-3.00817, 5.23489, -4.03016)
P (-1.71259, 5.05225, -2.65031)
C (-0.66139, 6.46792, -3.20287)
C (-2.83918, 5.80907, -1.40466)
C (-3.46624, 4.95278, -0.50133)
C (-4.34624, 5.44174, 0.45267)
C (-4.61289, 6.80204, 0.51539)
C (-3.99898, 7.66434, -0.38255)
C (-3.11892, 7.17017, -1.33593)
H (-3.43119, 6.24216, -4.07672)
H (-3.82167, 4.52642, -3.85180)
H (-2.55938, 4.99378, -4.99887)
H (-1.20172, 7.16508, -3.84686)
H (0.16967, 6.03615, -3.76597)
H (-0.24701, 6.97211, -2.33134)
H (-3.23963, 3.89226, -0.53815)
H (-4.80861, 4.76457, 1.16123)
H (-5.28620, 7.19131, 1.27035)
H (-4.20336, 8.72829, -0.33159)
H (-2.63966, 7.85683, -2.02368)